# C11H16N3O

A gas-phase ion, C11H16N3O (charge +1) at a distorted geometry (ωB97M-V/def2-TZVPD, the OMol25 dataset).

Positions of all 31 atoms, in Å:
C1 -0.996 1.851 1.501
C2 1.632 -1.697 2.099
C3 -3.793 -1.175 0.313
C4 0.644 -1.023 1.515
C5 2.042 -0.045 -0.277
C6 -2.707 -0.425 0.293
C7 -1.097 -2.192 -0.439
C8 0.771 -0.360 0.098
C9 -0.277 2.532 -0.720
C10 -0.609 1.146 -1.292
C11 2.674 0.590 -1.507
N1 -0.705 2.532 0.619
N2 -1.506 -0.890 -0.310
N3 -0.467 0.010 -0.380
O1 -1.752 -3.127 -0.030
H1 -1.457 1.607 2.473
H2 1.474 -2.191 3.061
H3 2.512 -1.939 1.647
H4 -4.728 -0.873 0.683
H5 -3.762 -2.281 0.047
H6 -0.276 -0.794 2.112
H7 2.767 -0.540 0.360
H8 -2.618 0.534 0.818
H9 -0.257 -2.391 -1.088
H10 0.779 2.805 -0.734
H11 -0.789 3.296 -1.199
H12 -1.502 1.249 -1.862
H13 0.162 0.867 -2.109
H14 3.378 1.326 -1.218
H15 1.990 0.790 -2.373
H16 3.338 -0.172 -1.998

Computed properties:
SMILES string	C#[N+]CCN(/C(C=C)=C\C)N(C=C)C=O
charge	+1
spin multiplicity	1
DFT total energy	-667.7735	a.u.
E_HOMO (spin up / spin down)	-11.6 / -11.6	eV